One molecule with the formula C2HN3O2 in a non-equilibrium geometry. Source: OMol25; level of theory: ωB97M-V/def2-TZVPD.

```
8
Properties=species:S:1:pos:R:3
C 0.832 -0.937 -1.248
C -0.301 0.147 0.433
N 1.766 -1.043 -1.885
N 0.596 0.976 0.835
N -0.124 -0.764 -0.479
O -1.508 0.535 1.151
O -2.686 0.022 1.031
H 1.425 1.065 0.163
```

Results
energy above the lowest of the compared OMol25 structures with the same formula, charge and spin: 9.883 eV
frontier orbital gap (spin up / spin down): 4.7 / 4.5 eV
total charge: 0
E_HOMO (spin up / spin down): -9.74 / -9.71 eV
spin multiplicity: 1

***

One molecule with the formula C2HN3OS2 in a non-equilibrium geometry. Source: OMol25; level of theory: ωB97M-V/def2-TZVPD.

```
9
Properties=species:S:1:pos:R:3
S 2.944 -1.190 0.158
C 1.458 -0.431 -0.265
N 1.368 0.992 -0.668
N 0.287 1.523 -0.106
N -0.947 0.747 0.590
C -1.005 -0.515 0.138
S -2.487 -1.196 -0.176
O 0.203 -1.245 -0.288
H -1.820 1.314 0.616
```

Results
SMILES: S=c1nn[nH]c(=S)o1
energy above the lowest of the compared OMol25 structures with the same formula, charge and spin: 2.361 eV
frontier orbital gap: 7.3 eV
total charge: 0
E_HOMO: -9.46 eV
spin multiplicity: 1

***

One molecule with the formula C2HN3S2 in a non-equilibrium geometry. Source: OMol25; level of theory: ωB97M-V/def2-TZVPD.

```
8
Properties=species:S:1:pos:R:3
N -0.482 -2.700 0.914
C -0.890 -1.811 0.300
S -1.112 -0.734 -0.927
N 0.017 0.495 -0.307
S 1.510 0.811 -1.078
C -0.428 1.515 0.405
N -0.685 2.428 1.043
H 2.070 -0.004 -0.351
```

Results
SMILES: N#CSN(S)C#N
energy above the lowest of the compared OMol25 structures with the same formula, charge and spin: 0.127 eV
frontier orbital gap: 9.3 eV
total charge: 0
E_HOMO: -10.40 eV
spin multiplicity: 1

***

A 2-piece molecular cluster, C2HN4 overall in a non-equilibrium geometry. Source: OMol25; level of theory: ωB97M-V/def2-TZVPD.

```
7
Properties=species:S:1:pos:R:3
C 3.189 -0.006 0.074
C 1.834 0.085 0.087
N 4.324 -0.204 -0.082
N -2.334 0.018 -0.034
N -3.408 -0.215 0.019
N 0.671 0.109 0.056
H -0.424 0.205 -0.093
```

Results
energy above the lowest of the compared OMol25 structures with the same formula, charge and spin: 0.000 eV
frontier orbital gap: 11.9 eV
total charge: +1
E_HOMO: -18.91 eV
spin multiplicity: 1

***

An isolated ion of composition C2HN4O2S and charge -1 in a non-equilibrium geometry. Source: OMol25; level of theory: ωB97M-V/def2-TZVPD.

```
10
Properties=species:S:1:pos:R:3
C 1.669 -0.639 1.044
C -0.537 0.037 0.098
N 0.344 -0.342 0.774
N 2.530 -1.349 0.422
N -1.670 0.096 -0.450
N -2.122 1.290 -0.842
O -1.328 2.241 -0.769
O -3.269 1.360 -1.310
S 2.516 -2.246 -0.978
H 1.868 -0.447 2.012
```

Results
energy above the lowest of the compared OMol25 structures with the same formula, charge and spin: 1.263 eV
frontier orbital gap: 6.4 eV
total charge: -1
E_HOMO: -3.28 eV
spin multiplicity: 1

***

A 2-piece molecular cluster, C2HN4S overall in a non-equilibrium geometry. Source: OMol25; level of theory: ωB97M-V/def2-TZVPD.

```
8
Properties=species:S:1:pos:R:3
C -0.492 -0.499 -0.411
C 2.721 -0.645 0.534
N -0.228 0.772 -0.199
N -1.715 -0.798 -0.057
N -1.360 1.275 0.303
N -2.213 0.290 0.454
S 3.157 0.819 0.091
H 0.130 -1.214 -0.714
```

Results
energy above the lowest of the compared OMol25 structures with the same formula, charge and spin: 2.245 eV
frontier orbital gap: 7.5 eV
total charge: -1
E_HOMO: -4.70 eV
spin multiplicity: 1

***

A 2-piece molecular cluster, C2HN4S overall in a non-equilibrium geometry. Source: OMol25; level of theory: ωB97M-V/def2-TZVPD.

```
8
Properties=species:S:1:pos:R:3
C -0.207 0.253 -0.645
C -0.346 1.463 -0.665
N -0.274 3.871 -0.545
N -3.438 0.406 -1.194
N -2.791 -0.238 -0.532
N -0.378 2.761 -0.585
S -1.978 -1.078 0.402
H 0.092 -0.633 -1.053
```

Results
energy above the lowest of the compared OMol25 structures with the same formula, charge and spin: 3.477 eV
frontier orbital gap: 7.7 eV
total charge: +1
E_HOMO: -14.42 eV
spin multiplicity: 1

***

An isolated ion of composition C2HN6 and charge -1 in a non-equilibrium geometry. Source: OMol25; level of theory: ωB97M-V/def2-TZVPD.

```
9
Properties=species:S:1:pos:R:3
C 0.632 0.184 -1.448
C -0.648 -0.827 -0.054
N -0.168 -0.876 -1.210
N 0.944 1.052 -0.525
N -0.053 0.740 1.866
N -1.076 -1.124 1.087
N -0.817 -0.271 2.113
N 0.226 0.872 0.598
H 0.960 0.250 -2.426
```

Results
energy above the lowest of the compared OMol25 structures with the same formula, charge and spin: 3.161 eV
frontier orbital gap: 8.1 eV
total charge: -1
E_HOMO: -3.58 eV
spin multiplicity: 1

***

A 2-piece molecular cluster, C2HNO overall in a non-equilibrium geometry. Source: OMol25; level of theory: ωB97M-V/def2-TZVPD.

```
5
Properties=species:S:1:pos:R:3
C 0.557 -1.342 0.581
C -3.029 -0.365 0.491
N -0.285 -1.305 -0.211
O -3.101 0.193 -0.541
H 1.161 -1.327 1.513
```

Results
energy above the lowest of the compared OMol25 structures with the same formula, charge and spin: 0.260 eV
frontier orbital gap: 13.6 eV
total charge: 0
E_HOMO: -12.63 eV
spin multiplicity: 1

***

One molecule with the formula C2HNO2 in a non-equilibrium geometry. Source: OMol25; level of theory: ωB97M-V/def2-TZVPD.

```
6
Properties=species:S:1:pos:R:3
N 1.998 1.076 0.012
C 0.995 0.531 0.073
C -0.346 -0.029 -0.021
O -0.724 -1.139 -0.769
O -0.654 -1.152 0.636
H -1.269 0.713 0.068
```

Results
SMILES: N#CC1OO1
energy above the lowest of the compared OMol25 structures with the same formula, charge and spin: 4.822 eV
frontier orbital gap: 11.8 eV
total charge: 0
E_HOMO: -11.36 eV
spin multiplicity: 1

***

A 3-piece molecular cluster, C2HNO3 overall in a non-equilibrium geometry. Source: OMol25; level of theory: ωB97M-V/def2-TZVPD.

```
7
Properties=species:S:1:pos:R:3
C 2.428 1.309 1.226
C 2.405 -1.622 0.403
N 2.099 -0.472 -0.057
O 2.417 -2.423 1.307
O 2.434 2.186 0.463
O 2.936 -1.499 -0.843
H -14.720 2.522 -2.499
```

Results
energy above the lowest of the compared OMol25 structures with the same formula, charge and spin: 4.188 eV
frontier orbital gap: 3.7 eV
total charge: -2
E_HOMO: 1.46 eV
spin multiplicity: 1

***

A 2-piece molecular cluster, C2HNO3 overall in a non-equilibrium geometry. Source: OMol25; level of theory: ωB97M-V/def2-TZVPD.

```
7
Properties=species:S:1:pos:R:3
C -1.893 2.148 0.367
C -1.754 -0.336 0.004
N -1.832 1.065 -0.127
O -1.767 -0.755 1.447
O -1.994 3.305 0.662
O -1.683 -1.071 -0.918
H 10.923 -4.356 -1.434
```

Results
energy above the lowest of the compared OMol25 structures with the same formula, charge and spin: 1.880 eV
frontier orbital gap: 3.0 eV
total charge: -2
E_HOMO: 1.71 eV
spin multiplicity: 1

***

A 3-piece molecular cluster, C2HNO3 overall in a non-equilibrium geometry. Source: OMol25; level of theory: ωB97M-V/def2-TZVPD.

```
7
Properties=species:S:1:pos:R:3
C 2.407 -0.106 2.277
C 1.723 2.435 1.247
N 1.212 3.252 2.061
O 2.125 1.343 0.896
O 2.838 0.424 3.221
O 1.614 3.656 0.619
H -11.919 -11.004 -10.321
```

Results
energy above the lowest of the compared OMol25 structures with the same formula, charge and spin: 4.222 eV
frontier orbital gap: 3.8 eV
total charge: -2
E_HOMO: 1.30 eV
spin multiplicity: 1

***

A 2-piece molecular cluster, C2HNO4 overall in a non-equilibrium geometry. Source: OMol25; level of theory: ωB97M-V/def2-TZVPD.

```
8
Properties=species:S:1:pos:R:3
C -1.207 -0.433 -0.070
C -0.307 0.036 0.876
N 1.221 0.430 -0.479
O -1.901 0.231 -0.811
O -0.166 0.110 2.053
O 1.885 -0.510 -0.765
O 1.439 1.592 -0.710
H -0.964 -1.456 -0.094
```

Results
energy above the lowest of the compared OMol25 structures with the same formula, charge and spin: 4.971 eV
frontier orbital gap (spin up / spin down): 8.1 / 8.1 eV
total charge: 0
E_HOMO (spin up / spin down): -9.89 / -9.88 eV
spin multiplicity: 1

***

A 2-piece molecular cluster, C2HNO4 overall in a non-equilibrium geometry. Source: OMol25; level of theory: ωB97M-V/def2-TZVPD.

```
8
Properties=species:S:1:pos:R:3
C -1.410 -0.734 1.685
C -0.695 -0.905 0.460
N -1.156 -1.650 -0.644
O -1.607 -2.702 -0.375
O -2.212 -0.177 2.309
O -0.894 -1.199 -1.707
O -0.397 -1.564 1.699
H 0.418 0.371 -0.804
```

Results
energy above the lowest of the compared OMol25 structures with the same formula, charge and spin: 3.706 eV
frontier orbital gap (spin up / spin down): 8.7 / 8.5 eV
total charge: 0
E_HOMO (spin up / spin down): -9.46 / -11.78 eV
spin multiplicity: 3

***

One molecule with the formula C2HO2P in a non-equilibrium geometry. Source: OMol25; level of theory: ωB97M-V/def2-TZVPD.

```
6
Properties=species:S:1:pos:R:3
H 1.283 -0.568 1.619
P 1.766 0.366 0.774
C 0.329 0.116 -0.107
O -0.708 -0.863 -0.006
C -0.965 0.176 -0.788
O -1.705 0.772 -1.492
```

Results
SMILES: [H]/P=c1\oc1=O
energy above the lowest of the compared OMol25 structures with the same formula, charge and spin: 2.154 eV
frontier orbital gap: 9.2 eV
total charge: 0
E_HOMO: -9.85 eV
spin multiplicity: 1

***

An isolated ion of composition C2HO2S2 and charge -1 in a non-equilibrium geometry. Source: OMol25; level of theory: ωB97M-V/def2-TZVPD.

```
7
Properties=species:S:1:pos:R:3
O -3.565 -0.484 -1.193
C -2.968 -0.545 -0.144
O -3.175 -1.066 0.927
C -1.667 0.240 0.016
S -1.658 1.698 0.718
S 0.162 -0.906 -0.050
H -0.096 -0.798 -1.251
```

Results
SMILES: O=C([O-])C(=S)S
energy above the lowest of the compared OMol25 structures with the same formula, charge and spin: 1.235 eV
frontier orbital gap: 7.6 eV
total charge: -1
E_HOMO: -4.38 eV
spin multiplicity: 1